(1)
Below is a molecular structure, C22H42GaNOP3 in a non-equilibrium geometry, with properties calculated with wB97M-V/def2-TZVPD.

Energy relative to the best compared isomer or geometry (same formula, charge and spin) = 1.248 eV
Lowest unoccupied orbital energy = -0.378 Ha
E_tot = -107249.58741 eV
Frontier orbital gap = 5.8 eV
Net charge = +3

XYZ file:
```
70
Properties=species:S:1:pos:R:3:forces:R:3:mulliken_charge:R:1
Ga 0.12749 -0.36035 -0.13428 -0.787 0.161 1.480 0.95
P 0.59280 -2.53641 -1.01085 -0.041 -1.500 -0.507 1.35
P 2.22710 0.08729 1.12228 1.257 0.684 0.807 0.75
P -2.16199 0.46532 0.25475 -1.036 0.815 0.139 1.03
H 1.84252 4.29609 0.42743 -0.504 0.185 0.153 0.36
C 0.79177 4.53416 0.65117 -0.355 0.063 0.555 -0.60
C 0.33130 4.67202 1.90940 0.146 -0.060 -0.559 -0.51
H 0.96564 4.52744 2.79638 -0.214 0.134 -0.498 0.28
C 1.72244 -2.56593 -2.44620 0.231 0.362 -0.125 -1.34
C 1.40403 -3.57279 0.25203 0.070 0.315 0.331 -1.28
C -0.87342 -3.48819 -1.52733 -0.274 0.414 0.155 -1.38
C 2.29637 1.66407 2.03290 -0.390 0.280 -0.060 -0.72
C 2.67393 -1.11855 2.42656 -0.601 -0.463 0.008 -1.20
C 3.75692 0.11015 0.11965 -0.448 -0.046 -0.756 -1.34
C -2.18615 1.93721 1.33395 0.489 0.016 0.207 -1.20
C -3.28670 -0.76371 0.99418 0.390 -0.464 0.138 -1.15
C -3.11651 1.05957 -1.18329 0.588 -0.252 -0.584 -1.27
H 0.14020 4.70819 -0.21699 0.332 0.018 0.426 0.30
H -0.70358 4.98703 2.11286 0.532 -0.169 -0.167 0.31
H 1.25516 -3.08652 -3.29351 0.029 0.167 0.268 0.46
H 2.65164 -3.09112 -2.18071 -0.295 0.159 -0.024 0.49
H 1.98439 -1.54908 -2.76672 0.103 -0.328 -0.037 0.36
H 1.35999 -4.62845 -0.04664 -0.020 0.265 -0.092 0.58
H 0.89490 -3.45688 1.21737 0.192 -0.130 -0.247 0.19
H 2.45765 -3.27755 0.36643 -0.337 -0.155 -0.101 0.45
H -0.56156 -4.47611 -1.90217 -0.013 0.363 0.126 0.50
H -1.40351 -2.93839 -2.31896 0.109 -0.238 0.170 0.43
H -1.54629 -3.61999 -0.66734 0.145 -0.039 -0.273 0.37
H 3.34939 1.94012 2.18768 -0.223 -0.227 -0.071 0.52
H 1.81634 1.55881 3.01418 0.101 -0.042 -0.270 0.43
H 1.80058 2.47905 1.49300 0.124 -0.232 0.111 -0.31
H 3.73090 -0.98804 2.69669 -0.233 0.159 -0.258 0.50
H 2.52013 -2.14738 2.08806 0.146 0.254 0.214 0.25
H 2.05768 -0.95583 3.31670 0.104 -0.022 -0.233 0.33
H 4.62567 0.32722 0.75737 -0.383 -0.089 -0.027 0.53
H 3.68670 0.88327 -0.65622 0.091 -0.148 0.131 0.43
H 3.90258 -0.86250 -0.36967 0.063 0.217 0.103 0.37
H -3.02499 2.58195 1.03908 0.157 -0.280 0.047 0.52
H -1.25784 2.51391 1.22030 -0.216 -0.037 0.030 0.06
H -2.29308 1.64958 2.38649 -0.027 0.055 -0.311 0.46
H -4.32770 -0.51567 0.74477 0.348 0.070 -0.028 0.48
H -3.17009 -0.78901 2.08292 0.024 -0.007 -0.247 0.36
H -3.05235 -1.75801 0.59228 -0.212 0.157 0.122 0.27
H -4.08745 1.45929 -0.84963 0.386 -0.252 0.150 0.57
H -3.28764 0.23501 -1.88956 0.021 0.293 0.090 0.46
H -2.56322 1.85982 -1.69029 -0.216 -0.282 0.191 0.13
C -0.19324 0.92955 -3.77337 0.029 0.554 -2.122 1.19
C 0.55192 0.28880 -4.77933 -0.427 0.507 0.557 -0.33
C 0.47071 0.78218 -6.08380 -0.179 0.046 -0.006 -0.74
C -0.37769 1.85329 -6.38261 -0.070 -0.078 0.146 -0.63
C -1.19098 2.40325 -5.38872 0.080 -0.088 0.003 -0.67
C -1.10025 1.94407 -4.07474 0.322 -0.335 -0.042 -0.55
O 0.05118 0.71583 -2.42680 1.125 -1.960 2.572 -0.13
H 0.71753 -0.01601 -2.30039 -0.568 1.175 -1.410 -0.25
H 1.19060 -0.56006 -4.53637 0.028 0.255 -0.120 0.18
H 1.08347 0.33670 -6.87172 -0.254 0.118 0.305 0.41
H -0.41716 2.25554 -7.39363 0.013 -0.162 0.244 0.41
H -1.88374 3.21815 -5.61462 0.279 -0.319 0.001 0.42
H -1.70067 2.37919 -3.28242 0.220 0.130 -0.255 0.35
C -1.40121 -1.57987 5.33317 0.036 0.126 -0.160 -0.48
C -1.09257 -0.26522 4.97127 0.230 0.057 -0.683 -1.12
C -0.64047 -0.01294 3.66638 -0.218 -0.195 0.600 -0.35
N -0.51700 -0.98083 2.74488 0.137 0.086 -0.829 0.55
C -0.82189 -2.24178 3.08698 -0.217 0.064 0.728 -0.17
C -1.25358 -2.58684 4.37519 0.165 0.217 -0.535 -0.93
H -1.75854 -1.80793 6.33856 0.130 0.030 -0.298 0.44
H -1.18834 0.58379 5.64533 -0.018 -0.347 0.039 0.50
H -0.38411 1.01324 3.36645 -0.089 -0.532 0.104 0.64
H -0.73615 -3.01210 2.31145 -0.077 0.319 0.351 0.23
H -1.46995 -3.63010 4.58239 -0.030 0.186 0.135 0.49
```
Positions in Å, forces in eV/Å.

---

(2)
Below is a molecular structure, C22H42IrNP3S2 in a non-equilibrium geometry, with properties calculated with wB97M-V/def2-TZVPD.

Energy relative to the best compared isomer or geometry (same formula, charge and spin) = 0.005 eV
Lowest unoccupied orbital energy (alpha / beta) = -0.297 / -0.446 Ha
Expectation value of S² = 6.044
Multiplicity = 5
E_tot = -77333.63748 eV
Frontier orbital gap (alpha / beta) = 5.3 / 4.2 eV
Net charge = +3

XYZ file:
```
71
Properties=species:S:1:pos:R:3:forces:R:3:mulliken_charge:R:1
Ir -0.05714 0.02063 -0.69017 1.208 -0.746 1.120 0.48
P 1.67041 1.04708 0.54064 0.319 0.186 -0.057 0.77
P -1.61643 1.59336 -0.15234 -1.152 0.630 0.497 0.77
P 0.56478 1.07191 -2.56067 0.714 1.348 0.109 1.22
H -0.96718 -2.61888 -0.44729 0.538 0.141 -0.288 0.27
C -0.09816 -2.21574 -0.98436 0.572 -0.047 0.428 -0.81
C 1.08458 -1.84336 -0.27836 -0.364 -0.607 -0.313 -0.76
H 1.17521 -2.03193 0.80383 -0.135 0.203 -0.659 0.06
C 2.08087 0.52707 2.24905 -0.083 -0.039 0.058 -1.35
C 1.54011 2.86494 0.78796 0.247 -0.124 0.044 -1.39
C 3.33566 0.78825 -0.20370 -0.060 0.130 0.226 -1.34
C -3.23573 0.90826 -0.66428 -0.185 0.306 -0.026 -1.21
C -1.92581 1.97305 1.62123 -0.238 0.238 0.195 -1.39
C -1.62473 3.30913 -0.81679 -0.143 -0.019 0.063 -1.56
C 1.93252 0.11860 -3.29562 -0.065 -0.349 -0.661 -1.51
C 1.29363 2.76152 -2.61514 -0.121 0.017 -0.520 -1.45
C -0.94291 1.20069 -3.57912 0.138 -0.157 -0.848 -1.32
H 0.00257 -2.56907 -2.01687 0.029 0.342 0.367 0.51
H 2.04626 -1.83670 -0.80989 -0.479 -0.063 0.211 0.51
H 2.29683 -0.54784 2.27591 -0.060 0.216 0.032 0.39
H 1.27399 0.76909 2.95240 0.227 -0.067 -0.188 0.18
H 2.99324 1.06850 2.54621 -0.352 -0.177 -0.020 0.70
H 0.61576 3.11613 1.32370 0.293 -0.081 -0.100 0.27
H 1.55888 3.41349 -0.15986 0.014 -0.185 0.319 0.34
H 2.40035 3.17948 1.39892 -0.277 0.017 -0.195 0.54
H 3.44568 -0.27148 -0.46846 0.070 0.339 0.079 0.24
H 4.08732 1.04690 0.55886 -0.157 -0.061 -0.381 0.53
H 3.50484 1.40560 -1.09321 -0.042 -0.164 0.292 0.42
H -3.99187 1.70742 -0.62788 0.079 -0.314 -0.063 0.48
H -3.52420 0.10651 0.02904 0.104 0.216 -0.212 0.37
H -3.17533 0.49587 -1.67892 -0.118 0.170 0.262 0.21
H -2.41588 2.95429 1.70519 0.190 -0.256 -0.015 0.48
H -0.99948 1.99145 2.20780 -0.206 -0.005 -0.151 0.37
H -2.60295 1.22336 2.04890 0.233 0.264 -0.202 0.55
H -2.48622 3.82780 -0.36889 0.243 -0.143 -0.231 0.62
H -1.73200 3.33670 -1.90490 0.022 0.039 0.283 0.37
H -0.71875 3.85555 -0.52812 -0.243 -0.170 -0.042 0.36
H 1.97761 0.31017 -4.37411 0.182 -0.102 0.087 0.55
H 1.79107 -0.95634 -3.12474 0.093 0.354 -0.110 0.31
H 2.89523 0.39737 -2.85078 -0.411 0.157 -0.052 0.42
H 1.48762 3.01428 -3.67235 -0.050 -0.024 0.349 0.55
H 2.25517 2.80098 -2.08425 -0.371 -0.082 -0.206 0.37
H 0.61442 3.51804 -2.20347 0.217 -0.267 -0.159 0.35
H -0.69446 1.09179 -4.63883 -0.167 0.173 -0.009 0.54
H -1.44307 2.16356 -3.44649 0.292 -0.114 0.034 0.39
H -1.65980 0.41738 -3.30838 0.216 0.239 -0.063 0.10
C -0.68016 -2.91889 -5.77246 -0.117 -0.575 0.709 0.44
C -1.80907 -2.83505 -6.61742 -1.218 -0.709 -1.360 -0.20
C -1.95021 -3.71910 -7.69203 -0.358 1.056 0.763 -0.67
C -0.99749 -4.72713 -7.89576 -0.425 0.023 -0.599 -0.23
C 0.06982 -4.88759 -6.99844 0.929 0.661 1.690 -0.61
C 0.20365 -4.00916 -5.91947 0.759 -0.784 -1.019 -0.26
S -0.25448 -1.62885 -4.67064 0.239 -0.514 0.487 0.01
H -1.06031 -1.66708 -3.52992 -0.163 -0.246 -1.411 0.18
H -2.55888 -2.07413 -6.42309 0.126 -0.016 -0.186 0.43
H -2.78972 -3.62681 -8.38142 0.203 0.027 0.270 0.42
H -1.08840 -5.40149 -8.74985 -0.015 0.191 0.234 0.44
H 0.79875 -5.68284 -7.14436 -0.246 0.094 0.107 0.43
H 0.99772 -4.14015 -5.18766 -0.035 0.054 -0.309 0.43
S -1.33658 -1.13963 1.61580 -0.021 -0.300 1.322 0.07
C -0.64830 -1.10936 3.17883 -0.703 -1.129 0.038 0.18
N 0.21563 -2.13447 3.52915 0.821 0.696 0.419 0.01
C 0.95326 -2.12376 4.67589 -0.713 -0.102 -0.793 -0.38
C 0.75966 -1.10880 5.59009 -0.104 0.286 0.094 -0.50
C -0.22294 -0.13208 5.34472 0.038 0.028 0.164 -0.43
C -0.95844 -0.16642 4.17150 0.169 0.213 -0.115 -0.52
H 0.37877 -2.86212 2.83096 -0.128 0.175 0.295 0.35
H 1.65224 -2.94554 4.80286 -0.131 0.149 0.067 0.45
H 1.35001 -1.07908 6.49912 -0.054 -0.068 -0.127 0.48
H -0.39985 0.66981 6.07052 0.025 -0.458 -0.198 0.46
H -1.75712 0.54218 3.95838 0.355 -0.112 0.173 0.55
```
Positions in Å, forces in eV/Å.

---

(3)
Below is a molecular structure, C22H42N11O4PRbSSbSe4 in a non-equilibrium geometry, with properties calculated with wB97M-V/def2-TZVPD.

Energy relative to the best compared isomer or geometry (same formula, charge and spin) = 0.850 eV
Lowest unoccupied orbital energy = 0.110 Ha
E_tot = -336780.37269 eV
Frontier orbital gap = 4.0 eV
Net charge = -2

XYZ file:
```
87
Properties=species:S:1:pos:R:3:forces:R:3:mulliken_charge:R:1
Rb -0.27296 -1.03350 0.50211 0.208 2.336 0.623 0.59
O -1.23219 -3.25452 0.00982 -0.292 -1.257 -0.411 -0.64
N -0.46816 -3.85591 0.83061 -0.157 -0.511 0.016 -0.44
N 0.78647 -3.59546 0.70848 0.224 -0.384 0.083 0.95
O 1.32685 -2.83093 -0.18403 0.552 -0.923 -0.352 -0.77
C 1.64739 -4.30108 1.62231 -0.007 -0.017 -0.006 0.03
C 1.14415 -4.99136 2.72093 -0.033 0.049 -0.007 -0.40
C 2.01858 -5.66556 3.55494 0.002 -0.001 0.000 -0.53
C 3.38645 -5.65549 3.30812 0.001 -0.006 -0.005 -0.43
C 3.87517 -4.95435 2.21751 -0.012 -0.005 0.017 -0.53
C 3.00951 -4.27325 1.37288 0.034 0.004 -0.023 -0.04
H 0.08346 -4.97465 2.91714 0.004 -0.005 0.018 0.43
H 1.62637 -6.18863 4.41801 0.004 0.002 0.001 0.35
H 4.06379 -6.17801 3.97189 0.002 0.009 0.005 0.36
H 4.94015 -4.92351 2.02299 0.003 -0.004 -0.002 0.36
H 3.36736 -3.71395 0.52230 -0.016 0.002 0.005 0.27
Se -0.56156 4.62272 4.11722 0.045 -0.139 0.192 -0.74
Sb -1.08620 2.20676 4.46599 -0.106 0.002 -0.098 0.49
Se 0.57480 0.87651 3.12534 -0.074 0.167 0.073 -0.62
Se -3.38017 1.92124 3.39176 0.342 0.233 -0.094 -0.74
Se -1.13039 1.54241 6.81121 0.010 0.002 -0.102 -0.81
C -5.42055 -1.74658 -1.39921 -0.014 0.033 0.051 -1.13
N -4.11557 -1.57778 -0.80828 0.023 -0.033 -0.065 0.18
C -3.81150 -0.60566 0.10814 -0.193 0.198 0.229 0.17
N -4.84325 -0.00093 0.76511 -0.021 0.035 -0.048 -0.27
O -2.65411 -0.27496 0.31490 -0.576 0.114 -0.339 0.25
H -5.32630 -2.40227 -2.26300 -0.011 -0.016 0.004 0.33
H -5.85474 -0.79787 -1.73163 0.004 -0.003 -0.012 0.34
H -6.12168 -2.21814 -0.70328 0.004 -0.006 -0.004 0.32
H -3.30742 -1.81438 -1.36435 -0.001 0.030 -0.040 -0.16
H -5.73458 -0.45951 0.83205 0.013 -0.041 0.025 0.19
H -4.53060 0.53708 1.57813 0.042 -0.024 0.058 -0.19
C 5.08672 -1.90447 -2.00958 -0.031 0.044 0.041 -1.56
C 4.16329 -1.26740 -0.97476 0.029 0.029 -0.060 0.86
C 3.56563 0.03852 -1.47939 -0.002 -0.025 0.172 -1.17
S 2.35749 0.73018 -0.30921 0.364 0.048 -0.202 0.73
O 1.67635 1.82072 -1.08103 -0.109 0.006 0.037 -0.66
C 3.51940 1.50178 0.87673 -0.155 -0.090 0.138 -1.03
C 3.57369 3.01353 0.73734 0.043 0.011 -0.119 0.50
C 4.33568 3.50097 -0.49073 -0.045 0.017 0.039 -1.35
H 5.50565 -2.84113 -1.63688 0.004 -0.002 -0.013 0.39
H 5.91649 -1.24012 -2.26447 0.003 -0.009 -0.009 0.37
H 4.53725 -2.12416 -2.92715 0.015 -0.008 -0.010 0.34
H 4.71969 -1.08811 -0.04964 -0.021 -0.019 0.012 0.39
H 3.34613 -1.94913 -0.73390 -0.013 -0.001 0.036 -0.56
H 2.97264 -0.12421 -2.38156 0.005 -0.001 -0.011 0.55
H 4.32244 0.80062 -1.67914 -0.016 0.014 -0.057 0.42
H 4.49750 1.03191 0.74414 0.003 0.016 -0.017 0.49
H 3.11388 1.23245 1.85545 0.002 0.028 -0.004 0.18
H 4.01996 3.40990 1.65170 0.004 -0.004 0.015 0.57
H 2.55298 3.39479 0.70043 0.019 0.014 0.054 -0.55
H 5.34941 3.08818 -0.52276 0.000 -0.004 0.008 0.37
H 4.41580 4.58975 -0.48136 0.009 -0.004 -0.021 0.40
H 3.80803 3.21543 -1.40123 0.010 -0.004 -0.005 0.23
N -2.60849 -5.84310 -3.87201 0.020 0.011 0.066 -0.49
C -2.31761 -4.75269 -3.07240 -0.120 0.059 0.067 0.65
N -2.68517 -4.83435 -1.78639 0.192 0.198 0.142 -0.24
N -1.78969 -3.73115 -3.67148 0.167 -0.129 -0.335 -0.78
C -1.53472 -2.56255 -3.10259 0.019 0.146 -0.081 0.71
N -1.26653 -1.47770 -2.79466 -0.164 -0.190 0.155 -0.52
H -2.52736 -6.74351 -3.42888 0.007 -0.008 -0.015 0.23
H -2.15434 -5.78324 -4.76906 -0.012 0.000 -0.010 0.27
H -3.02924 -5.71242 -1.44066 -0.026 0.017 0.024 0.23
H -2.24048 -4.20667 -1.09376 0.019 0.008 0.118 0.10
C -2.42765 2.84599 -0.06848 -0.199 -0.087 0.058 -0.57
N -1.69757 3.61244 0.98848 -0.224 -0.363 0.572 1.99
C -2.26312 4.99100 1.07398 -0.102 0.266 -0.110 -0.61
N -2.19796 5.66344 -0.20397 -0.085 -0.106 -0.061 0.05
C -2.87104 4.85370 -1.21650 0.020 0.021 -0.006 -0.89
N -2.34201 3.50183 -1.34872 0.024 -0.057 0.012 0.18
C -0.97593 3.49826 -1.88898 0.072 0.052 0.068 -0.68
P 0.25728 4.41372 -0.82819 -0.203 -0.011 0.077 0.14
C -0.22666 3.61261 0.77030 0.159 0.130 -0.230 -0.98
C -0.80850 5.93219 -0.58980 0.079 -0.031 -0.021 -1.02
H -3.46851 2.79022 0.25594 0.015 0.078 0.059 0.30
H -2.05405 1.82547 -0.05671 0.176 0.035 -0.215 -0.02
H -1.95485 3.12482 1.90986 0.084 0.160 -0.290 -1.02
H -1.70796 5.51933 1.84865 -0.008 -0.073 0.011 0.31
H -3.29935 4.87322 1.39395 0.012 -0.007 0.033 0.14
H -2.78983 5.35797 -2.18234 0.001 0.010 -0.005 0.38
H -3.92665 4.77901 -0.94271 0.005 -0.001 0.006 0.31
H -0.99626 3.94854 -2.88561 -0.006 -0.023 -0.014 0.45
H -0.62905 2.46878 -1.99154 0.007 0.006 -0.003 0.37
H 0.21885 4.14035 1.61763 -0.043 -0.037 0.105 0.48
H 0.11871 2.58042 0.81753 0.005 0.006 0.012 0.61
H -0.81078 6.50896 -1.52013 -0.004 0.018 0.001 0.42
H -0.34815 6.55658 0.18018 -0.004 0.002 -0.005 0.42
```
Positions in Å, forces in eV/Å.